(1)
{
  "formula": "C32H36AsIN4O3S4Ti",
  "method": "ωB97M-V/def2-TZVPD",
  "s_squared": 0.77,
  "total_charge": -1,
  "e_tot_ha": -6661.489430,
  "spin_multiplicity": 2,
  "homo_ha": [-0.1179, -0.1178],
  "e_above_lowest_kcal_mol": 76.9,
  "symbols": ["Ti", "C", "C", "C", "C", "C", "C", "C", "C", "N", "C", "C", "C", "C", "N", "C", "C", "C", "C", "C", "C", "C", "C", "H", "H", "H", "H", "H", "H", "H", "H", "H", "H", "H", "H", "H", "H", "H", "H", "H", "H", "H", "H", "H", "H", "H", "H", "S", "As", "S", "S", "S", "I", "C", "C", "C", "C", "C", "C", "C", "O", "O", "H", "H", "H", "H", "N", "C", "N", "C", "C", "O", "C", "C", "H", "H", "H", "H", "H", "H", "H", "H"],
  "coordinates": [[-0.61, 0.36, 0.30], [-1.73, -3.30, 1.32], [-0.35, -3.55, 0.75], [0.30, -4.72, 1.10], [1.52, -5.07, 0.49], [2.13, -4.18, -0.42], [1.50, -3.00, -0.77], [2.16, -2.23, -1.88], [0.26, -2.67, -0.21], [-0.38, -1.55, -0.70], [-0.65, -1.31, -2.01], [-1.20, -2.35, -2.98], [-0.23, -0.01, -2.53], [0.27, 0.07, -3.94], [-0.33, 1.05, -1.70], [-0.63, 2.34, -2.18], [0.17, 3.48, -1.93], [1.44, 3.34, -1.08], [-0.10, 4.70, -2.52], [-1.17, 4.86, -3.38], [-2.00, 3.77, -3.63], [-1.69, 2.51, -3.06], [-2.65, 1.39, -3.43], [-2.07, -4.20, 1.87], [-2.40, -3.13, 0.44], [-1.86, -2.38, 1.97], [-0.20, -5.41, 1.80], [2.04, -5.98, 0.74], [3.14, -4.44, -0.83], [3.24, -2.34, -1.85], [1.84, -1.20, -1.91], [1.90, -2.63, -2.88], [-1.01, -3.33, -2.55], [-0.69, -2.33, -3.95], [-2.30, -2.28, -3.19], [-0.57, 0.25, -4.66], [0.63, -0.92, -4.23], [1.05, 0.81, -4.04], [1.30, 3.57, 0.00], [2.26, 3.97, -1.46], [1.72, 2.30, -1.14], [0.53, 5.56, -2.35], [-1.28, 5.81, -3.86], [-2.82, 3.81, -4.32], [-3.69, 1.80, -3.32], [-2.57, 0.52, -2.76], [-2.45, 1.05, -4.45], [1.51, 2.14, 5.05], [1.76, 3.54, 3.46], [-0.06, 2.74, 1.91], [0.19, 0.77, 2.33], [3.70, 3.31, 2.51], [-7.15, 2.44, 5.01], [-5.92, 1.94, 3.43], [-5.82, 0.57, 3.09], [-5.03, 0.18, 2.04], [-4.26, 1.19, 1.41], [-4.57, 2.55, 1.55], [-5.38, 2.91, 2.59], [-3.03, 0.75, 0.72], [-2.30, 1.57, -0.01], [-2.43, -0.38, 1.01], [-6.24, -0.16, 3.76], [-4.93, -0.88, 1.72], [-4.24, 3.25, 0.81], [-5.51, 3.96, 2.82], [1.72, 0.10, 0.21], [2.64, -0.13, 0.93], [3.58, -0.48, 1.73], [3.29, -0.76, 3.15], [4.19, -1.91, 3.58], [5.56, -1.56, 3.29], [5.75, -1.45, 1.86], [4.96, -0.25, 1.41], [2.18, -0.90, 3.27], [3.56, 0.14, 3.66], [3.90, -2.84, 3.06], [4.07, -2.09, 4.65], [5.46, -2.42, 1.38], [6.83, -1.28, 1.75], [5.02, -0.06, 0.29], [5.22, 0.68, 1.92]]
}

=====

(2)
{
  "formula": "C5H13N3S4",
  "method": "ωB97M-V/def2-TZVPD",
  "s_squared": 2.03,
  "total_charge": 2,
  "e_tot_ha": -1954.496196,
  "spin_multiplicity": 3,
  "homo_ha": [-0.5337, -0.6067],
  "symbols": ["C", "C", "C", "C", "C", "N", "N", "N", "S", "S", "S", "S", "H", "H", "H", "H", "H", "H", "H", "H", "H", "H", "H", "H", "H"],
  "coordinates": [[-1.23, -1.35, -0.75], [-0.84, -0.09, -0.54], [2.45, 1.14, 0.89], [0.87, 1.34, -1.50], [1.01, 0.71, 0.84], [-3.24, 0.43, 0.52], [-0.34, -2.58, -0.48], [0.69, 0.29, -0.50], [-2.66, -1.75, -1.47], [-1.95, 1.18, 0.14], [0.50, -0.53, 2.03], [-4.53, 1.05, 1.20], [3.14, 0.92, 1.78], [2.57, 2.25, 0.82], [3.00, 0.80, 0.00], [0.12, 2.16, -1.52], [1.91, 1.72, -1.28], [1.06, 0.81, -2.53], [0.39, 1.55, 1.03], [0.15, -2.79, 0.39], [0.35, -2.65, -1.28], [-1.06, -3.46, -0.53], [1.25, -0.50, -0.85], [1.73, -0.72, 2.59], [-5.35, 0.08, 1.00]]
}

=====

(3)
{
  "formula": "C14H16MgN4O3S",
  "method": "ωB97M-V/def2-TZVPD",
  "total_charge": -2,
  "e_tot_ha": -1586.268856,
  "homo_ha": -0.0500,
  "e_above_lowest_kcal_mol": 8.5,
  "symbols": ["Mg", "N", "C", "C", "O", "N", "C", "C", "O", "O", "H", "H", "H", "H", "H", "H", "C", "C", "C", "C", "C", "H", "H", "H", "H", "H", "C", "C", "C", "C", "N", "C", "S", "N", "H", "H", "H", "H", "H"],
  "coordinates": [[-0.42, 0.47, -1.44], [-2.31, 2.13, -2.26], [-2.25, 3.04, -1.09], [-2.33, 2.16, 0.16], [-3.27, 2.34, 0.96], [-1.38, 1.23, 0.16], [-1.61, 0.01, 0.94], [-2.08, -1.12, -0.03], [-2.75, -2.05, 0.41], [-1.71, -0.97, -1.27], [-3.13, 1.53, -2.18], [-2.35, 2.63, -3.14], [-1.29, 3.56, -1.12], [-3.06, 3.77, -1.06], [-0.68, -0.32, 1.40], [-2.37, 0.14, 1.71], [0.80, 2.09, -2.88], [2.15, 1.86, -2.55], [2.52, 0.59, -3.03], [1.41, 0.02, -3.66], [0.32, 0.92, -3.58], [0.27, 3.03, -2.80], [2.78, 2.54, -1.99], [3.47, 0.10, -2.84], [1.38, -0.96, -4.12], [-0.57, 0.89, -4.18], [0.89, -1.18, 4.65], [1.29, -1.96, 3.42], [1.59, -3.31, 3.48], [1.94, -3.90, 2.27], [1.97, -3.26, 1.12], [1.65, -1.93, 1.13], [1.75, -1.05, -0.34], [1.31, -1.28, 2.28], [1.16, -1.71, 5.56], [-0.19, -1.01, 4.64], [1.37, -0.20, 4.63], [1.56, -3.87, 4.41], [2.20, -4.96, 2.24]]
}

=====

(4)
{
  "formula": "C4H8",
  "method": "ωB97M-V/def2-TZVPD",
  "smiles": "C=C.C=C",
  "total_charge": 0,
  "e_tot_ha": -157.003115,
  "homo_ha": -0.3323,
  "e_above_lowest_kcal_mol": 113.5,
  "symbols": ["C", "C", "C", "C", "H", "H", "H", "H", "H", "H", "H", "H"],
  "coordinates": [[1.89, -0.30, -0.16], [0.90, 0.59, -0.16], [-0.94, -0.22, 0.55], [-2.00, -0.06, -0.22], [1.66, -1.28, -0.60], [2.84, -0.45, 0.44], [0.05, 0.40, -0.56], [1.02, 1.64, 0.30], [-0.34, 0.65, 0.91], [-0.21, -1.16, 0.71], [-2.23, 0.99, -0.37], [-2.63, -0.82, -0.83]]
}

=====

(5)
{
  "formula": "C44H43AsN2O6PPtS",
  "method": "ωB97M-V/def2-TZVPD",
  "total_charge": 1,
  "e_tot_ha": -5357.892678,
  "homo_ha": -0.4241,
  "e_above_lowest_kcal_mol": 48.9,
  "symbols": ["Pt", "C", "C", "C", "C", "C", "C", "C", "C", "N", "C", "C", "C", "C", "N", "C", "C", "C", "C", "C", "C", "C", "C", "H", "H", "H", "H", "H", "H", "H", "H", "H", "H", "H", "H", "H", "H", "H", "H", "H", "H", "H", "H", "H", "H", "H", "H", "C", "C", "C", "C", "C", "C", "P", "C", "C", "C", "C", "C", "C", "C", "C", "C", "C", "C", "C", "H", "H", "H", "H", "H", "H", "H", "H", "H", "H", "H", "H", "H", "H", "O", "As", "O", "O", "C", "C", "C", "C", "C", "C", "S", "O", "O", "O", "H", "H", "H", "H", "H"],
  "coordinates": [[-0.58, -0.71, 0.07], [-2.72, 2.20, 2.12], [-1.24, 2.38, 2.21], [-0.70, 2.95, 3.37], [0.64, 3.28, 3.46], [1.47, 3.13, 2.36], [0.99, 2.55, 1.20], [1.79, 2.58, -0.07], [-0.33, 2.10, 1.19], [-0.72, 1.33, 0.02], [-1.31, 1.89, -0.98], [-1.66, 3.33, -1.01], [-1.55, 1.03, -2.18], [-2.05, 1.64, -3.45], [-1.25, -0.21, -2.06], [-1.20, -1.01, -3.26], [-2.32, -1.64, -3.78], [-3.71, -1.39, -3.29], [-2.14, -2.47, -4.89], [-0.90, -2.62, -5.48], [0.18, -1.90, -5.01], [0.05, -1.07, -3.90], [1.19, -0.20, -3.46], [-3.20, 3.17, 2.28], [-3.11, 1.50, 2.86], [-3.05, 1.82, 1.15], [-1.37, 3.16, 4.19], [1.02, 3.72, 4.38], [2.49, 3.48, 2.40], [2.84, 2.78, 0.13], [1.42, 3.37, -0.73], [1.73, 1.64, -0.63], [-1.39, 3.83, -0.09], [-2.74, 3.43, -1.16], [-1.17, 3.82, -1.85], [-1.99, 2.72, -3.46], [-3.10, 1.36, -3.59], [-1.50, 1.24, -4.31], [-3.74, -0.73, -2.42], [-4.21, -2.33, -3.03], [-4.30, -0.93, -4.08], [-3.00, -2.99, -5.29], [-0.78, -3.28, -6.33], [1.15, -1.97, -5.50], [2.11, -0.49, -3.98], [1.37, -0.23, -2.39], [1.00, 0.85, -3.72], [5.69, 0.93, -0.54], [5.17, 0.18, -1.58], [3.96, -0.49, -1.42], [3.26, -0.39, -0.22], [3.79, 0.38, 0.82], [5.01, 1.02, 0.66], [1.74, -1.35, 0.02], [2.16, -2.92, -0.77], [3.30, -3.57, -0.31], [3.68, -4.77, -0.88], [2.95, -5.30, -1.93], [1.82, -4.65, -2.40], [1.42, -3.46, -1.81], [1.46, -1.43, 1.79], [2.21, -1.78, 2.90], [1.63, -1.61, 4.15], [0.34, -1.09, 4.27], [-0.42, -0.75, 3.15], [0.18, -0.93, 1.92], [6.64, 1.44, -0.66], [5.71, 0.09, -2.52], [3.59, -1.11, -2.22], [3.26, 0.46, 1.76], [5.42, 1.60, 1.48], [3.89, -3.15, 0.50], [4.56, -5.29, -0.52], [3.25, -6.24, -2.38], [1.23, -5.07, -3.20], [0.52, -2.97, -2.16], [3.22, -2.17, 2.81], [2.18, -1.88, 5.04], [-0.09, -0.97, 5.25], [-1.43, -0.37, 3.25], [-4.73, -1.24, -0.33], [-3.92, -1.23, 1.21], [-4.78, -0.39, 2.29], [-2.36, -0.53, 1.02], [-3.60, -3.03, 1.83], [-4.30, -3.36, 2.98], [-4.11, -4.59, 3.59], [-3.22, -5.50, 3.05], [-2.51, -5.19, 1.90], [-2.71, -3.96, 1.29], [-1.80, -3.63, -0.19], [-0.63, -2.73, 0.25], [-1.26, -4.87, -0.66], [-2.65, -2.88, -1.08], [-4.30, -1.92, -0.87], [-4.99, -2.63, 3.40], [-4.67, -4.84, 4.48], [-3.07, -6.47, 3.52], [-1.82, -5.89, 1.45]]
}

=====

(6)
{
  "formula": "C13H25IN",
  "method": "ωB97M-V/def2-TZVPD",
  "total_charge": -1,
  "e_tot_ha": -862.452040,
  "homo_ha": -0.1024,
  "symbols": ["C", "C", "C", "I", "N", "C", "C", "C", "C", "C", "C", "C", "C", "C", "C", "H", "H", "H", "H", "H", "H", "H", "H", "H", "H", "H", "H", "H", "H", "H", "H", "H", "H", "H", "H", "H", "H", "H", "H", "H"],
  "coordinates": [[3.99, -0.30, 1.24], [3.55, -0.46, -0.37], [2.21, -1.46, -0.50], [2.91, -3.37, -1.31], [1.22, -0.72, -1.38], [-0.09, -1.47, -1.53], [-0.84, -1.84, -0.12], [-2.42, -1.43, -0.05], [-3.01, -2.08, 1.37], [-2.68, 0.19, -0.17], [-2.11, 1.05, 1.11], [-1.58, 2.53, 0.56], [-0.32, 2.49, -0.28], [-0.33, 2.73, -1.93], [1.07, 2.14, 0.57], [3.67, 0.74, 1.69], [5.16, -0.34, 1.25], [3.53, -1.15, 1.92], [3.16, 0.62, -0.67], [4.43, -0.79, -1.05], [1.85, -1.65, 0.60], [-0.82, -0.73, -2.11], [-0.03, -2.44, -2.18], [-0.31, -1.35, 0.83], [-0.73, -3.02, 0.02], [-2.97, -1.95, -0.94], [-4.17, -2.17, 1.23], [-2.49, -3.12, 1.53], [-2.70, -1.40, 2.31], [-2.27, 0.63, -1.19], [-3.86, 0.36, -0.18], [-2.94, 1.27, 1.90], [-1.22, 0.51, 1.68], [-2.11, 3.55, 0.83], [-0.91, 1.89, -2.51], [-0.72, 3.81, -2.18], [0.81, 2.63, -2.27], [1.12, 0.97, 0.65], [0.95, 2.55, 1.68], [1.99, 2.59, 0.00]]
}

=====

(7)
{
  "formula": "C25H26Cl3N5RuS2",
  "method": "ωB97M-V/def2-TZVPD",
  "s_squared": 8.77,
  "total_charge": 1,
  "e_tot_ha": -3513.626927,
  "spin_multiplicity": 6,
  "homo_ha": [-0.3466, -0.3922],
  "e_above_lowest_kcal_mol": 12.0,
  "symbols": ["Ru", "C", "C", "C", "C", "C", "C", "C", "N", "N", "C", "C", "C", "C", "C", "C", "N", "C", "C", "C", "C", "C", "C", "N", "H", "H", "H", "H", "H", "H", "H", "H", "H", "H", "H", "H", "H", "H", "H", "H", "H", "H", "H", "H", "C", "C", "S", "C", "C", "S", "H", "H", "H", "H", "H", "H", "Cl", "C", "Cl", "Cl", "C", "N"],
  "coordinates": [[0.42, 0.22, 0.24], [-2.66, 0.19, 1.16], [-2.39, -0.78, 2.31], [-1.07, -0.70, 3.05], [-1.06, -0.48, 4.42], [0.14, -0.52, 5.11], [1.31, -0.80, 4.41], [1.22, -0.99, 3.04], [0.06, -0.92, 2.37], [-1.97, -0.15, -0.10], [-2.29, -1.51, -0.57], [-1.22, -2.55, -0.28], [-1.55, -3.88, -0.13], [-0.54, -4.81, 0.05], [0.78, -4.37, 0.10], [1.02, -3.02, -0.04], [0.04, -2.13, -0.22], [-2.26, 0.84, -1.14], [-1.38, 0.64, -2.34], [-1.77, 1.01, -3.61], [-0.90, 0.81, -4.67], [0.34, 0.23, -4.42], [0.65, -0.12, -3.12], [-0.18, 0.09, -2.11], [-2.35, 1.20, 1.44], [-3.74, 0.21, 0.99], [-2.50, -1.81, 1.96], [-3.19, -0.63, 3.04], [-1.99, -0.28, 4.95], [0.17, -0.35, 6.18], [2.27, -0.85, 4.91], [2.10, -1.18, 2.45], [-2.40, -1.48, -1.65], [-3.25, -1.85, -0.17], [-2.59, -4.20, -0.17], [-0.77, -5.86, 0.17], [1.60, -5.06, 0.24], [2.03, -2.62, -0.01], [-2.08, 1.83, -0.72], [-3.32, 0.80, -1.44], [-2.75, 1.45, -3.77], [-1.18, 1.10, -5.67], [1.04, 0.04, -5.22], [1.61, -0.56, -2.87], [4.70, 2.46, -0.32], [3.24, 2.09, -0.42], [2.90, 0.43, -0.17], [2.29, 3.07, -0.73], [2.71, 4.51, -0.97], [0.65, 2.74, -0.92], [5.31, 1.58, -0.13], [4.86, 3.18, 0.49], [5.04, 2.93, -1.25], [3.78, 4.66, -0.92], [2.24, 5.16, -0.23], [2.36, 4.84, -1.95], [1.52, 3.05, 5.06], [2.08, 3.06, 3.39], [2.24, 4.72, 2.81], [3.61, 2.21, 3.24], [1.08, 2.38, 2.55], [0.32, 1.84, 1.90]]
}

=====

(8)
{
  "formula": "C2H2BrIO",
  "method": "ωB97M-V/def2-TZVPD",
  "smiles": "O=C(Br)CI",
  "total_charge": 0,
  "e_tot_ha": -3024.297599,
  "homo_ha": -0.3642,
  "e_above_lowest_kcal_mol": 26.9,
  "symbols": ["C", "C", "O", "Br", "I", "H", "H"],
  "coordinates": [[0.73, 0.46, 1.58], [1.07, 0.78, 0.11], [0.12, 1.21, 2.20], [1.64, -1.05, 2.19], [1.56, -0.72, -1.94], [0.14, 1.26, -0.31], [1.97, 1.42, 0.29]]
}